No. 1
This record from the Open Molecules 2025 dataset describes a structure of composition C14H14FeN2O2S2. The level of theory is ωB97M-V/def2-TZVPD.

Geometry (Å):
C (-1.036, 1.174, -3.863)
C (0.351, 0.961, -4.100)
C (1.098, 1.940, -3.358)
C (0.131, 2.742, -2.615)
C (-1.179, 2.251, -2.947)
Fe (0.497, 0.833, -1.623)
N (-0.876, -0.551, -1.324)
C (-0.434, -1.774, -1.827)
C (0.997, -1.180, -2.118)
H (2.161, 2.149, -3.447)
H (0.783, 0.243, -4.797)
H (0.359, 3.647, -2.058)
H (-2.116, 2.689, -2.606)
H (-1.851, 0.645, -4.357)
H (1.330, -1.328, -3.150)
H (-0.940, -2.075, -2.750)
H (-1.693, -0.617, -0.718)
H (1.721, -1.511, -1.363)
H (-0.400, -2.606, -1.116)
O (2.933, -0.037, 4.451)
S (2.351, -0.824, 3.395)
O (2.774, -2.197, 3.230)
N (2.362, -0.016, 1.946)
C (1.178, 0.402, 1.534)
S (1.169, 1.573, 0.275)
C (0.055, -0.076, 2.364)
C (-1.334, 0.028, 2.233)
C (-2.159, -0.478, 3.247)
C (-1.607, -1.070, 4.395)
C (-0.216, -1.209, 4.515)
C (0.577, -0.734, 3.481)
H (-1.746, 0.503, 1.341)
H (-3.245, -0.405, 3.150)
H (-2.253, -1.427, 5.196)
H (0.260, -1.662, 5.384)

Calculated values
Relative energy (zero: lowest compared OMol25 entry of this formula, charge and spin) = 0.0 kcal per mole
Multiplicity = 6
DFT total energy = -2861.88270 a.u.
Expectation value of S² = 8.781
Charge = -1



No. 2
This record from the Open Molecules 2025 dataset describes a cluster of 2 separate species, C14H14N3O3P in total. The level of theory is ωB97M-V/def2-TZVPD.

Geometry (Å):
O (-4.162, -3.219, 3.799)
P (-2.878, -2.728, 3.230)
O (-2.540, -3.410, 1.725)
O (-1.655, -3.235, 4.246)
C (-2.929, -0.871, 3.009)
C (-1.463, -0.276, 2.964)
C (-0.687, -0.313, 4.188)
C (0.728, 0.194, 4.226)
C (1.280, 0.714, 2.992)
C (0.504, 0.805, 1.705)
N (1.163, 1.353, 0.611)
C (0.325, 1.400, -0.457)
C (-1.079, 0.898, -0.482)
N (-1.697, 0.325, 0.579)
C (-0.879, 0.304, 1.702)
H (-1.583, -3.622, 1.751)
H (-0.785, -3.054, 3.838)
H (-3.389, -0.697, 1.990)
H (-3.586, -0.356, 3.752)
H (-1.169, -0.729, 5.102)
H (1.299, 0.152, 5.187)
H (2.347, 1.065, 3.028)
H (0.738, 1.826, -1.412)
H (-1.659, 0.995, -1.433)
N (1.626, 1.574, -3.629)
C (2.753, 2.080, -4.143)
C (3.255, 1.735, -5.388)
C (2.553, 0.810, -6.144)
C (1.384, 0.270, -5.633)
C (0.965, 0.684, -4.379)
H (3.268, 2.797, -3.513)
H (4.171, 2.179, -5.754)
H (2.914, 0.514, -7.122)
H (0.810, -0.455, -6.195)
H (0.054, 0.293, -3.938)

Calculated values
Multiplicity = 1
DFT total energy = -1273.26772 a.u.



No. 3
This record from the Open Molecules 2025 dataset describes an isolated molecule of C14H14N4OS3. The level of theory is ωB97M-V/def2-TZVPD.

Geometry (Å):
C (-4.767, -1.232, -1.171)
C (-4.535, -1.161, 0.335)
O (-4.107, 0.118, 0.759)
C (-2.825, 0.512, 0.554)
C (-2.538, 1.828, 0.933)
C (-1.270, 2.339, 0.794)
C (-0.244, 1.550, 0.268)
C (-0.531, 0.238, -0.110)
C (-1.803, -0.278, 0.030)
H (-1.981, -1.299, -0.270)
H (0.260, -0.369, -0.522)
C (1.098, 2.049, 0.116)
N (2.077, 1.364, -0.364)
C (3.246, 2.043, -0.386)
C (3.171, 3.315, 0.104)
S (1.568, 3.683, 0.599)
H (3.951, 4.043, 0.196)
C (4.470, 1.352, -0.861)
H (4.275, 0.775, -1.762)
H (5.301, 2.040, -0.994)
S (5.019, 0.142, 0.413)
C (3.799, -1.061, 0.166)
N (3.202, -1.299, -0.942)
N (2.294, -2.264, -0.877)
C (2.181, -2.800, 0.290)
N (1.282, -3.760, 0.610)
H (1.462, -4.309, 1.433)
H (0.871, -4.244, -0.173)
S (3.267, -2.100, 1.499)
H (-1.062, 3.357, 1.090)
H (-3.339, 2.427, 1.338)
H (-3.827, -1.933, 0.660)
H (-5.480, -1.317, 0.863)
H (-5.148, -2.215, -1.437)
H (-3.844, -1.051, -1.717)
H (-5.494, -0.480, -1.467)

Calculated values
Relative energy (zero: lowest compared OMol25 entry of this formula, charge and spin) = 15.6 kcal per mole
Multiplicity = 1
DFT total energy = -2030.70527 a.u.



No. 4
This record from the Open Molecules 2025 dataset describes a structure of composition C14H14N6SbSe4V. The level of theory is ωB97M-V/def2-TZVPD.

Geometry (Å):
V (0.319, -0.291, -0.157)
N (-0.951, -2.320, 1.635)
C (-0.334, -1.291, 2.378)
C (-0.405, -1.384, 3.774)
C (0.178, -0.408, 4.540)
C (0.845, 0.655, 3.919)
C (0.894, 0.692, 2.555)
N (0.294, -0.264, 1.797)
C (-1.172, -2.632, 0.291)
C (-1.920, -3.785, -0.012)
C (-2.164, -4.089, -1.323)
C (-1.645, -3.279, -2.349)
C (-0.903, -2.190, -2.004)
N (-0.711, -1.866, -0.695)
H (-1.350, -3.015, 2.244)
H (-0.912, -2.224, 4.231)
H (0.127, -0.466, 5.619)
H (1.318, 1.437, 4.494)
H (1.407, 1.470, 2.008)
H (-2.294, -4.411, 0.787)
H (-2.752, -4.962, -1.570)
H (-1.814, -3.512, -3.389)
H (-0.441, -1.534, -2.729)
N (0.517, 4.807, -1.877)
C (-0.244, 3.729, -1.596)
C (0.367, 2.576, -1.053)
N (-0.349, 1.499, -0.796)
C (-1.684, 1.529, -1.044)
C (-2.252, 2.680, -1.534)
N (-1.554, 3.781, -1.821)
H (1.522, 4.716, -1.898)
H (0.093, 5.553, -2.399)
H (1.440, 2.521, -0.897)
H (-2.267, 0.638, -0.849)
H (-3.318, 2.717, -1.724)
Se (5.100, -0.857, -3.602)
Sb (4.926, 0.770, -1.908)
Se (2.334, -0.276, -0.882)
Se (3.755, 2.813, -2.337)
Se (6.002, 0.474, 0.170)

Calculated values
Multiplicity = 1
DFT total energy = -11660.40316 a.u.



No. 5
This record from the Open Molecules 2025 dataset describes a structure of composition C14H15BrN2NaO2SSi. The level of theory is ωB97M-V/def2-TZVPD.

Geometry (Å):
Na (1.424, -1.872, -1.458)
Br (-0.509, 0.990, -3.562)
C (1.390, 0.894, -3.669)
C (2.074, 1.896, -4.336)
C (3.457, 1.805, -4.356)
C (4.078, 0.746, -3.717)
C (3.293, -0.218, -3.098)
N (1.955, -0.135, -3.082)
C (3.961, -1.414, -2.378)
O (5.147, -1.238, -2.079)
O (3.223, -2.410, -2.175)
H (1.540, 2.708, -4.808)
H (4.040, 2.565, -4.862)
H (5.151, 0.635, -3.669)
C (-3.774, -1.904, 1.530)
Si (-2.716, -0.594, 2.321)
C (-3.717, 0.996, 2.336)
C (-2.430, -1.111, 4.105)
C (-1.034, -0.169, 1.598)
C (-0.355, 0.834, 2.273)
C (0.900, 1.277, 1.863)
C (1.432, 0.670, 0.745)
N (0.820, -0.292, 0.062)
C (-0.397, -0.742, 0.459)
S (-1.120, -2.021, -0.472)
H (-4.701, -1.979, 2.110)
H (-3.273, -2.871, 1.520)
H (-4.013, -1.657, 0.496)
H (-4.689, 0.848, 2.814)
H (-3.892, 1.331, 1.310)
H (-3.197, 1.800, 2.862)
H (-3.378, -1.298, 4.617)
H (-1.882, -0.354, 4.669)
H (-1.844, -2.033, 4.132)
H (-0.807, 1.292, 3.150)
H (1.435, 2.057, 2.386)
H (2.406, 0.968, 0.364)

Calculated values
Multiplicity = 1
DFT total energy = -4226.68858 a.u.
Charge = -1



No. 6
This record from the Open Molecules 2025 dataset describes a cluster of 5 separate species, C14H15F4NO12 in total. The level of theory is ωB97M-V/def2-TZVPD.

Geometry (Å):
C (-0.713, 0.425, -3.220)
C (-0.303, 1.864, -3.476)
O (0.209, 2.170, -2.183)
C (-0.108, 1.235, -1.270)
O (0.064, 1.426, -0.034)
O (-0.600, 0.142, -1.878)
F (-1.352, 2.558, -3.819)
H (-0.117, -0.275, -3.805)
H (-1.780, 0.289, -3.398)
H (0.439, 2.016, -4.259)
C (-1.314, 4.393, 0.727)
C (-2.238, 3.778, 1.716)
O (-3.378, 3.525, 0.884)
C (-3.293, 4.279, -0.186)
O (-4.181, 4.524, -1.009)
O (-2.172, 4.961, -0.178)
F (-2.487, 4.634, 2.741)
H (-0.709, 3.606, 0.278)
H (-0.612, 5.104, 1.161)
H (-1.824, 2.860, 2.134)
C (2.982, 0.038, -0.240)
C (3.165, 0.097, -1.725)
O (2.795, -1.240, -2.115)
C (2.213, -1.878, -1.092)
O (1.605, -2.935, -1.188)
O (2.134, -1.091, 0.016)
F (4.350, 0.345, -2.147)
H (2.426, 0.924, 0.065)
H (3.938, -0.100, 0.265)
H (2.474, 0.835, -2.131)
C (-0.873, -4.255, 1.646)
C (0.516, -4.811, 1.762)
O (0.585, -5.752, 0.723)
C (-0.609, -6.042, 0.265)
O (-0.822, -7.021, -0.432)
O (-1.526, -5.148, 0.739)
F (0.689, -5.470, 2.915)
H (-0.960, -3.211, 1.343)
H (-1.410, -4.407, 2.583)
H (1.191, -3.965, 1.631)
C (0.183, -0.174, 2.627)
C (0.440, 1.231, 2.837)
N (0.635, 2.356, 3.038)
H (0.297, -0.674, 1.665)
H (-0.859, -0.448, 2.793)
H (0.909, -0.721, 3.230)

Calculated values
Relative energy (zero: lowest compared OMol25 entry of this formula, charge and spin) = 43.2 kcal per mole
Multiplicity = 1
DFT total energy = -1899.57734 a.u.



No. 7
This record from the Open Molecules 2025 dataset describes a structure of composition C14H15N2O5Se2Te2Ti. The level of theory is ωB97M-V/def2-TZVPD.

Geometry (Å):
Ti (0.412, -0.521, 0.849)
O (0.191, 0.043, -2.903)
C (1.392, 0.777, -2.828)
C (1.254, 1.895, -1.810)
N (1.364, 1.526, -0.383)
C (2.736, 1.101, -0.074)
C (2.942, -0.338, -0.539)
O (4.012, -0.703, -1.000)
O (1.879, -1.058, -0.415)
C (0.949, 2.669, 0.435)
C (0.072, 2.282, 1.626)
O (-0.145, 3.096, 2.500)
O (-0.434, 1.093, 1.537)
H (0.337, -0.858, -2.595)
H (1.589, 1.252, -3.798)
H (2.247, 0.142, -2.608)
H (0.273, 2.347, -1.968)
H (2.021, 2.658, -2.029)
H (2.864, 1.095, 1.010)
H (3.484, 1.761, -0.534)
H (0.322, 3.326, -0.172)
H (1.795, 3.270, 0.781)
Se (-1.440, -1.417, -0.786)
Te (-4.014, -1.844, 2.430)
Te (-1.586, -2.527, 1.458)
Se (1.570, -1.085, 2.658)
C (-3.342, 0.869, -0.135)
C (-3.344, 1.657, -1.282)
C (-2.485, 2.788, -1.402)
C (-2.470, 3.563, -2.531)
C (-3.312, 3.254, -3.616)
C (-4.166, 2.140, -3.527)
C (-4.182, 1.368, -2.395)
C (-3.301, 4.058, -4.794)
N (-3.294, 4.712, -5.745)
H (-4.042, 0.059, -0.001)
H (-2.695, 1.106, 0.697)
H (-1.844, 3.027, -0.563)
H (-1.811, 4.420, -2.600)
H (-4.806, 1.897, -4.365)
H (-4.832, 0.503, -2.338)

Calculated values
Relative energy (zero: lowest compared OMol25 entry of this formula, charge and spin) = 20.1 kcal per mole
Multiplicity = 2
DFT total energy = -7216.77988 a.u.
Expectation value of S² = 0.788
Charge = -2



No. 8
This record from the Open Molecules 2025 dataset describes a structure of composition C14H15N3. The level of theory is ωB97M-V/def2-TZVPD.

Geometry (Å):
C (2.345, -1.885, 3.099)
C (1.218, -1.437, 2.195)
N (1.276, -0.892, 0.965)
N (0.125, -0.672, 0.661)
C (-0.613, -1.125, 1.568)
C (-0.114, -1.668, 2.744)
H (-0.565, -2.057, 3.733)
C (-2.242, -1.063, 1.327)
H (-2.709, -1.962, 0.916)
H (-2.753, -0.755, 2.331)
H (-2.661, -0.253, 0.693)
C (-0.135, -0.224, -0.532)
C (-0.613, -0.478, -1.593)
N (-0.903, 0.432, -2.611)
C (-0.004, 1.461, -2.200)
C (0.129, 2.763, -2.649)
C (1.024, 3.783, -2.008)
C (1.381, 3.434, -0.693)
C (1.072, 2.186, -0.310)
C (0.240, 1.274, -0.775)
H (1.535, 1.912, 0.831)
H (1.810, 4.095, -0.155)
H (1.060, 4.566, -2.562)
H (-0.314, 2.955, -3.668)
H (-1.209, 0.129, -3.682)
C (-1.509, -1.788, -1.889)
H (-1.097, -2.136, -2.717)
H (-2.683, -1.798, -1.883)
H (-1.226, -2.513, -0.918)
H (3.286, -1.610, 2.584)
H (2.343, -3.117, 3.165)
H (2.506, -1.556, 4.034)

Calculated values
Relative energy (zero: lowest compared OMol25 entry of this formula, charge and spin) = 210.6 kcal per mole
Multiplicity = 1
DFT total energy = -706.39251 a.u.



No. 9
This record from the Open Molecules 2025 dataset describes an isolated molecule of C14H15N3O4S. The level of theory is ωB97M-V/def2-TZVPD.

Geometry (Å):
C (-6.005, -0.722, 0.571)
H (-6.130, 0.087, 1.294)
H (-6.974, -1.095, 0.245)
H (-5.425, -1.521, 1.038)
O (-5.358, -0.252, -0.597)
C (-4.130, 0.267, -0.421)
N (-3.608, 0.296, 0.793)
C (-2.400, 0.809, 0.966)
C (-1.644, 1.323, -0.080)
C (-2.199, 1.288, -1.365)
C (-3.454, 0.758, -1.547)
H (-3.925, 0.712, -2.515)
H (-1.638, 1.683, -2.200)
N (-0.364, 1.862, 0.066)
C (0.370, 1.968, 1.197)
O (0.038, 1.658, 2.316)
N (1.634, 2.519, 0.942)
S (2.550, 2.221, -0.442)
O (1.727, 2.538, -1.577)
O (3.781, 2.916, -0.257)
C (2.799, 0.460, -0.349)
C (1.913, -0.398, -0.970)
C (2.081, -1.763, -0.820)
C (3.127, -2.271, -0.055)
C (4.010, -1.383, 0.555)
C (3.847, -0.018, 0.414)
H (4.524, 0.686, 0.870)
H (4.828, -1.768, 1.146)
C (3.292, -3.746, 0.128)
H (4.345, -4.015, 0.176)
H (2.821, -4.296, -0.683)
H (2.825, -4.055, 1.063)
H (1.393, -2.441, -1.302)
H (1.114, 0.005, -1.572)
H (2.188, 2.663, 1.773)
H (0.078, 2.214, -0.781)
H (-2.029, 0.809, 1.979)

Calculated values
Relative energy (zero: lowest compared OMol25 entry of this formula, charge and spin) = 9.4 kcal per mole
Multiplicity = 1
DFT total energy = -1405.93239 a.u.



No. 10
This record from the Open Molecules 2025 dataset describes an isolated molecule of C14H15N5S. The level of theory is ωB97M-V/def2-TZVPD.

Geometry (Å):
C (4.328, 0.610, -1.546)
C (2.903, 0.630, -1.971)
N (1.919, 0.777, -1.102)
N (0.788, 0.763, -1.809)
C (1.024, 0.597, -3.127)
C (2.385, 0.511, -3.276)
H (2.938, 0.384, -4.184)
H (0.226, 0.549, -3.838)
C (-0.471, 0.863, -1.135)
C (-1.231, -0.422, -1.173)
N (-1.066, -1.364, -2.045)
N (-1.955, -2.329, -1.710)
C (-2.686, -1.989, -0.618)
S (-3.864, -2.849, 0.127)
N (-2.218, -0.738, -0.278)
C (-2.665, 0.016, 0.866)
C (-1.586, 0.110, 1.916)
C (-1.158, 1.340, 2.394)
C (-0.154, 1.409, 3.345)
C (0.435, 0.249, 3.816)
C (0.011, -0.982, 3.343)
C (-0.997, -1.052, 2.399)
H (-1.336, -2.012, 2.037)
H (0.464, -1.890, 3.712)
H (1.222, 0.303, 4.552)
H (0.171, 2.371, 3.712)
H (-1.617, 2.249, 2.028)
H (-2.984, 1.012, 0.544)
H (-3.533, -0.529, 1.259)
H (-2.012, -3.187, -2.231)
H (-0.256, 1.129, -0.095)
H (-1.082, 1.657, -1.588)
H (4.801, -0.322, -1.852)
H (4.385, 0.704, -0.466)
H (4.872, 1.434, -2.007)

Calculated values
Relative energy (zero: lowest compared OMol25 entry of this formula, charge and spin) = 0.0 kcal per mole
Multiplicity = 1
DFT total energy = -1214.46016 a.u.



No. 11
This record from the Open Molecules 2025 dataset describes a structure of composition C14H15O4PTl. The level of theory is ωB97M-V/def2-TZVPD.

Geometry (Å):
Tl (-0.213, -0.182, -2.020)
O (0.104, 3.835, -1.822)
C (0.145, 2.699, -1.909)
C (0.148, -3.137, -2.020)
O (0.046, -4.272, -1.945)
C (2.876, -0.237, -2.185)
O (4.021, -0.224, -2.260)
C (-2.957, -0.241, -2.178)
O (-4.093, -0.260, -2.048)
C (0.180, 0.427, -5.106)
H (-0.751, 1.002, -5.202)
H (1.110, 1.008, -5.089)
C (0.183, -0.913, -5.092)
H (1.115, -1.490, -5.069)
H (-0.744, -1.495, -5.169)
C (1.730, 1.252, 0.961)
P (0.438, -0.010, 0.713)
C (1.318, -1.580, 1.021)
C (-0.503, 0.179, 2.291)
C (0.059, -0.074, 3.557)
C (-0.679, 0.194, 4.716)
C (-1.976, 0.704, 4.618)
C (-2.560, 0.906, 3.362)
C (-1.832, 0.636, 2.203)
H (2.525, 1.190, 0.211)
H (2.162, 1.100, 1.962)
H (1.250, 2.238, 0.916)
H (1.791, -1.544, 2.011)
H (0.601, -2.415, 0.990)
H (2.091, -1.726, 0.256)
H (1.062, -0.498, 3.625)
H (-0.237, -0.018, 5.693)
H (-2.546, 0.924, 5.516)
H (-3.588, 1.259, 3.279)
H (-2.277, 0.758, 1.210)

Calculated values
Relative energy (zero: lowest compared OMol25 entry of this formula, charge and spin) = 9.1 kcal per mole
Multiplicity = 1
DFT total energy = -1356.00449 a.u.
Charge = +3



No. 12
This record from the Open Molecules 2025 dataset describes a cluster of 2 separate species, C14H16 in total. The level of theory is ωB97M-V/def2-TZVPD.

Geometry (Å):
C (-3.445, -1.493, 3.577)
C (0.200, -0.920, 1.418)
C (-0.375, 0.154, 2.071)
C (-0.369, -2.185, 1.503)
C (-1.570, -0.023, 2.755)
C (-1.552, -2.357, 2.199)
C (-2.136, -1.285, 2.880)
H (1.073, -0.814, 0.795)
H (0.040, 1.131, 1.862)
H (0.106, -3.038, 1.045)
H (-2.140, 0.809, 3.144)
H (-2.101, -3.289, 2.202)
H (-3.876, -0.562, 3.953)
H (-3.308, -2.116, 4.460)
H (-4.227, -1.967, 2.981)
C (3.563, 2.017, -3.049)
C (0.901, -0.361, -1.756)
C (-0.261, 0.388, -1.929)
C (2.111, 0.167, -2.170)
C (2.199, 1.448, -2.710)
C (-0.158, 1.678, -2.427)
C (1.061, 2.239, -2.809)
H (0.808, -1.348, -1.330)
H (-1.205, 0.109, -1.485)
H (3.022, -0.412, -2.098)
H (-1.068, 2.267, -2.457)
H (4.248, 1.973, -2.212)
H (3.459, 3.040, -3.406)
H (1.045, 3.281, -3.098)
H (3.955, 1.470, -3.911)

Calculated values
Relative energy (zero: lowest compared OMol25 entry of this formula, charge and spin) = 8.0 kcal per mole
Multiplicity = 1
DFT total energy = -543.06014 a.u.